ORCA calculation (ωB97M-V with the def2-TZVPD basis set) on the molecule C5H5N in a non-equilibrium geometry.

Atoms and positions in Å:
C 0.5357 -0.9822 0.2420
C 1.2724 0.0815 -0.2234
C 0.6003 1.2883 -0.3330
N -0.7199 1.4013 -0.5355
C -1.4118 0.2671 -0.3875
C -0.8509 -0.8705 0.2039
H 1.0538 -1.7875 0.7505
H 2.3555 0.1466 -0.2182
H 1.1583 1.7759 0.4585
H -2.4805 0.3017 -0.5973
H -1.4778 -1.6245 0.6621

* structure (SMILES): c1ccncc1
* calculated total energy: -248.20415 hartree


ORCA calculation (ωB97M-V with the def2-TZVPD basis set) on the molecule C5H5N in a non-equilibrium geometry.

Atoms and positions in Å:
C -0.1710 1.2264 0.0226
C -1.2066 0.2705 0.0065
C -0.9529 -1.0709 0.0511
N 0.2847 -1.6239 0.1145
C 1.3480 -0.8542 0.0750
C 1.1445 0.7844 0.0260
H -0.5062 2.2854 -0.0262
H -2.2328 0.5969 -0.0847
H -1.7693 -1.7827 -0.0418
H 2.2536 -1.5321 -0.0840
H 1.8080 1.7002 -0.0592

* structure (SMILES): c1ccncc1
* calculated total energy: -248.21859 hartree


ORCA calculation (ωB97M-V with the def2-TZVPD basis set) on the molecule C5H5N in a non-equilibrium geometry.

Atoms and positions in Å:
H -1.2198 3.1134 1.3345
N -1.2768 2.5911 0.3932
C -0.7108 1.5384 0.1721
C -0.3013 0.7288 -1.0609
C -0.0299 -0.4902 -0.4222
C 0.4291 -1.8226 -0.5763
C 0.1126 0.4368 0.6903
H -0.0255 -2.5857 0.1712
H 1.4511 -1.7039 -0.2103
H 0.4112 -2.3146 -1.5794
H 1.1601 0.5085 1.0877

* structure (SMILES): [H]/N=C1/C2=C(C)[C@@H]21
* calculated total energy: -248.08133 hartree


ORCA calculation (ωB97M-V with the def2-TZVPD basis set) on the molecule C5H5N in a non-equilibrium geometry.

Atoms and positions in Å:
C -0.0601 1.9999 2.3267
C -0.0764 1.6655 1.1335
C -0.3241 -1.6259 0.7388
C -0.0824 1.8858 -0.3839
C 0.2074 0.4875 0.2248
N -0.8121 -0.4915 0.4070
H -0.9918 -2.4136 1.0509
H 0.7500 -1.8571 0.6703
H -1.0847 2.1802 -0.6727
H 0.7751 2.4139 -0.8159
H 1.1861 0.3613 -0.0287

* calculated total energy: -248.05080 hartree


What did the third record say?
ORCA calculation (ωB97M-V with the def2-TZVPD basis set) on the molecule C5H5N in a non-equilibrium geometry.

Atoms and positions in Å:
H -1.2198 3.1134 1.3345
N -1.2768 2.5911 0.3932
C -0.7108 1.5384 0.1721
C -0.3013 0.7288 -1.0609
C -0.0299 -0.4902 -0.4222
C 0.4291 -1.8226 -0.5763
C 0.1126 0.4368 0.6903
H -0.0255 -2.5857 0.1712
H 1.4511 -1.7039 -0.2103
H 0.4112 -2.3146 -1.5794
H 1.1601 0.5085 1.0877

* structure (SMILES): [H]/N=C1/C2=C(C)[C@@H]21
* calculated total energy: -248.08133 hartree